DFT (wB97M-V/def2-TZVPD) results for a structure of composition C33H37AuIN2O2PS.

orbital gap	6.2	eV
charge	+2
energy above the lowest of the compared OMol25 structures with the same formula, charge and spin	88.5	kJ/mol

```
78
Properties=species:S:1:pos:R:3:mulliken_charge:R:1
Au 0.07 -0.18 -1.01 0.768
I 2.64 -0.02 0.73 0.313
S -0.22 -2.50 -1.42 -0.427
P 0.62 0.08 2.17 0.091
O -2.70 -0.13 -1.30 -0.232
O 0.74 1.70 -0.65 -0.347
N -0.94 -1.43 -3.79 -0.040
N 0.27 -3.41 -3.85 0.016
C -0.45 -3.80 1.98 -0.658
C -0.44 -2.51 -5.87 -0.952
C -3.50 0.89 -1.90 0.158
C -4.97 0.72 -1.59 -1.283
C 5.11 0.32 2.51 -0.612
C -1.73 -1.33 2.27 -0.382
C -0.30 3.91 2.87 -0.856
C 1.58 0.00 3.70 0.252
C -0.26 2.57 -2.70 -0.911
C 5.09 0.33 4.92 -0.929
C 0.86 -4.70 -5.83 -1.418
C 0.96 2.51 -1.79 0.445
C -1.43 1.80 1.43 -0.033
C 2.94 0.07 6.13 -0.729
C 3.68 0.17 4.93 0.640
C 0.89 -0.11 4.88 0.083
C 1.32 3.90 -1.28 -1.427
C 1.58 -0.08 6.11 -1.101
C 2.99 0.12 3.69 -0.113
C 0.29 -2.63 1.93 -0.818
C -0.24 1.62 2.14 1.559
C -0.35 -1.40 2.07 1.317
C -1.50 4.08 2.19 -0.677
C -1.00 -1.47 -5.12 0.967
C -2.06 3.03 1.47 -1.108
C 5.78 0.40 3.75 -0.715
C 3.76 0.17 2.51 0.684
C -1.83 -3.73 2.18 -0.528
C -2.46 -2.51 2.33 -0.896
C 0.21 -3.51 -5.20 0.696
C -1.72 -0.34 -5.79 -1.124
C 0.33 2.68 2.85 -0.750
C -0.31 -2.40 -3.15 -0.131
H -5.56 1.50 -2.06 0.407
H 2.15 3.84 -0.57 0.290
H -2.23 -0.38 2.40 0.534
H -5.15 0.75 -0.51 0.293
H 0.82 -4.63 -6.91 0.364
H 0.04 -4.75 1.87 0.461
H 1.81 2.12 -2.37 0.200
H -1.41 0.60 -5.34 0.197
H -3.33 0.91 -2.98 0.147
H -2.98 -0.99 -1.65 0.150
H 0.36 -5.61 -5.52 0.359
H -2.00 5.04 2.21 0.431
H 3.47 0.11 7.07 0.446
H -0.57 1.57 -3.01 -0.098
H -1.09 3.05 -2.19 0.156
H 5.68 0.36 1.59 0.470
H 1.37 -2.69 1.77 0.360
H -5.34 -0.24 -1.96 0.349
H -0.51 -2.53 -6.94 0.419
H -0.19 -0.20 4.89 0.530
H -1.86 1.00 0.84 0.356
H 6.86 0.52 3.75 0.417
H -3.00 3.17 0.95 0.514
H 0.47 4.34 -0.77 0.286
H -2.40 -4.64 2.22 0.452
H 5.61 0.38 5.87 0.445
H -2.79 -0.46 -5.61 0.263
H 1.91 -4.77 -5.52 0.386
H -3.12 1.83 -1.49 0.037
H -3.53 -2.46 2.50 0.491
H 1.26 2.55 3.39 0.465
H 1.02 -0.17 7.03 0.468
H 0.14 4.73 3.42 0.472
H -0.04 3.14 -3.61 0.537
H -1.54 -0.32 -6.86 0.408
H 1.62 4.56 -2.09 0.446
H 0.75 -4.12 -3.31 0.299
```